Density functional theory data (wB97M-V/def2-TZVPD) for C3H4OS2 in the gas phase.

The geometry in XYZ format:
```
10
Properties=species:S:1:pos:R:3:forces:R:3:mulliken_charge:R:1
S -0.072 1.014 -1.195 -0.569 1.430 -1.300 -0.171
S -1.354 -1.745 1.577 2.068 1.259 -1.086 -0.244
O 0.847 -0.756 0.345 2.542 -1.425 0.189 -0.301
C -0.398 -0.635 0.710 -2.593 -0.650 0.968 0.110
C 1.368 -0.107 -0.841 -0.923 1.801 -0.436 -0.269
C -1.029 0.679 0.271 -1.164 -1.263 3.012 -0.277
H -2.190 0.379 0.329 2.606 1.261 -1.128 0.300
H 2.374 0.728 -0.710 -2.833 -3.464 -0.078 0.295
H 1.314 -0.890 -1.720 1.053 1.596 1.940 0.284
H -0.859 1.333 1.233 -0.187 -0.544 -2.080 0.273
```
Forces are in eV/Å.

Output
Frontier orbital gap in eV: 8.76
E_HOMO in eV: -8.688
SMILES string: S=C1CSCO1
Relative energy (zero: lowest compared OMol25 entry of this formula, charge and spin) in kcal per mole: 67.6

---

Density functional theory data (wB97M-V/def2-TZVPD) for a molecular structure, C3H4OS2.

The geometry in XYZ format:
```
10
Properties=species:S:1:pos:R:3:forces:R:3:mulliken_charge:R:1
S 0.775 0.120 -1.741 0.755 1.577 2.445 -0.183
S 0.511 0.119 1.545 -0.032 0.011 -1.860 -0.051
O 0.107 2.354 0.079 -0.874 1.402 -0.087 -0.406
C 0.069 -1.200 -0.888 -0.237 1.493 0.582 -0.197
C -0.150 -1.119 0.433 -0.879 -1.661 1.186 -0.252
C 0.861 1.285 0.225 1.449 -1.093 -2.071 -0.254
H -0.325 -1.827 -1.660 -0.547 -1.191 0.567 0.325
H -0.652 2.316 0.647 -1.015 -0.189 0.292 0.346
H 1.863 1.660 0.140 0.748 -0.635 0.124 0.404
H -0.753 -1.814 1.075 0.632 0.285 -1.179 0.269
```
Forces are in eV/Å.

Output
Frontier orbital gap in eV: 8.09
E_HOMO in eV: -7.983
Relative energy (zero: lowest compared OMol25 entry of this formula, charge and spin) in kcal per mole: 51.8

---

Density functional theory data (wB97M-V/def2-TZVPD) for 2 unconnected molecules or ions with the total composition C3H4OS2.

The geometry in XYZ format:
```
10
Properties=species:S:1:pos:R:3:forces:R:3:mulliken_charge:R:1
S -3.927 1.364 0.080 0.017 -0.014 0.002 0.247
S -0.776 -2.894 0.039 0.049 0.068 0.011 -0.375
O -2.466 1.507 -0.103 -0.128 0.076 0.000 -0.281
C -0.222 -1.438 -0.055 -0.183 -0.282 -0.056 -0.036
C 0.230 -0.227 -0.146 0.039 0.428 -0.030 0.239
C 1.652 0.195 0.091 -0.145 -0.149 0.088 -0.997
H 1.711 0.729 1.039 0.144 0.052 0.011 0.260
H 1.964 0.867 -0.705 0.163 0.007 -0.023 0.293
H -0.473 0.568 -0.370 -0.137 -0.199 -0.005 0.320
H 2.306 -0.670 0.128 0.182 0.014 0.002 0.329
```
Forces are in eV/Å.

Output
Frontier orbital gap (alpha / beta) in eV: 6.33 / 6.32
E_HOMO (alpha / beta) in eV: -8.107 / -8.106
SMILES string: CC=C=S.O=S
Relative energy (zero: lowest compared OMol25 entry of this formula, charge and spin) in kcal per mole: 79.6

---

Density functional theory data (wB97M-V/def2-TZVPD) for a molecular structure, C3H4P2.

The geometry in XYZ format:
```
9
Properties=species:S:1:pos:R:3:forces:R:3:mulliken_charge:R:1
P -0.784 0.735 0.753 0.227 -1.624 -0.934 0.001
P 1.198 -1.340 0.964 0.646 1.161 -0.332 -0.095
C 1.101 0.589 0.703 -1.350 -2.337 0.158 -0.762
C -1.058 -0.783 -0.608 -0.417 0.697 -0.256 -0.596
C -0.445 -1.165 0.549 0.628 0.695 1.990 0.191
H -2.118 -0.845 -0.645 -0.878 0.158 -0.563 0.306
H -0.427 -0.824 -1.474 -0.332 0.027 -0.815 0.246
H 1.601 1.164 1.404 1.000 1.299 1.241 0.426
H 1.358 0.826 -0.315 0.476 -0.074 -0.491 0.282
```
Forces are in eV/Å.

Output
Frontier orbital gap (alpha / beta) in eV: 6.86 / 6.67
E_HOMO (alpha / beta) in eV: -7.354 / -7.306
Relative energy (zero: lowest compared OMol25 entry of this formula, charge and spin) in kcal per mole: 55.4

---

Density functional theory data (wB97M-V/def2-TZVPD) for C3H4P2 in the gas phase.

The geometry in XYZ format:
```
9
Properties=species:S:1:pos:R:3:forces:R:3:mulliken_charge:R:1
P -0.524 1.175 -0.282 0.726 0.208 -0.807 0.000
P 2.204 -0.222 0.081 -2.355 -0.367 -0.325 0.072
C 1.274 1.168 0.155 0.734 -0.440 -1.093 -0.273
C -0.965 -0.554 -0.213 0.493 -1.238 -0.181 -0.029
C -0.187 -1.618 -0.315 1.101 1.547 0.410 -0.687
H -1.020 1.296 0.965 -0.575 0.881 1.597 0.036
H -0.579 -2.644 -0.385 0.831 0.274 0.187 0.241
H 1.821 2.159 0.034 -0.807 -1.174 0.553 0.314
H -2.024 -0.761 -0.040 -0.147 0.309 -0.341 0.326
```
Forces are in eV/Å.

Output
Frontier orbital gap (alpha / beta) in eV: 7.75 / 7.95
E_HOMO (alpha / beta) in eV: -8.308 / -8.598
Relative energy (zero: lowest compared OMol25 entry of this formula, charge and spin) in kcal per mole: 63.7

---

Density functional theory data (wB97M-V/def2-TZVPD) for C3H4S in the gas phase.

The geometry in XYZ format:
```
8
Properties=species:S:1:pos:R:3:forces:R:3:mulliken_charge:R:1
S -3.419 0.103 -0.005 3.668 -0.002 0.583 -0.193
C -0.510 0.665 0.136 0.516 -3.447 -0.508 0.181
C 0.624 -0.013 -0.182 -3.826 -0.895 0.765 -0.696
C -1.736 -0.198 0.224 -2.741 -1.020 -0.416 -0.399
H 1.526 0.490 -0.223 1.878 0.502 -0.413 0.310
H -0.391 1.688 0.270 -0.832 1.807 0.341 0.392
H -1.561 -1.357 0.385 0.192 2.522 -0.320 0.202
H 0.423 -1.088 -0.329 1.145 0.531 -0.032 0.204
```
Forces are in eV/Å.

Output
Frontier orbital gap in eV: 7.83
E_HOMO in eV: -8.749
SMILES string: C=CC=S
Relative energy (zero: lowest compared OMol25 entry of this formula, charge and spin) in kcal per mole: 17.7

---

Density functional theory data (wB97M-V/def2-TZVPD) for C3H4S2 in the gas phase.

The geometry in XYZ format:
```
9
Properties=species:S:1:pos:R:3:forces:R:3:mulliken_charge:R:1
S -2.395 -0.402 0.110 0.677 0.240 0.655 -0.197
S 2.395 -0.388 -0.148 -0.574 0.705 -0.372 -0.192
C -1.067 0.265 -0.537 -2.452 -1.130 -1.139 -0.311
C -0.005 1.049 0.044 1.683 1.670 -0.435 -0.225
C 1.081 0.224 0.582 1.353 -2.041 1.377 -0.261
H -0.526 1.695 0.714 0.233 0.444 1.280 0.285
H 1.019 -0.166 1.590 -0.603 0.329 0.361 0.319
H 0.591 1.691 -0.632 -1.076 -0.154 -0.507 0.262
H -1.129 0.188 -1.590 0.759 -0.064 -1.220 0.319
```
Forces are in eV/Å.

Output
Frontier orbital gap in eV: 8.05
E_HOMO in eV: -8.950
SMILES string: S=CCC=S
Relative energy (zero: lowest compared OMol25 entry of this formula, charge and spin) in kcal per mole: 35.0

---

Density functional theory data (wB97M-V/def2-TZVPD) for 2 unconnected molecules or ions with the total composition C3H4S2.

The geometry in XYZ format:
```
9
Properties=species:S:1:pos:R:3:forces:R:3:mulliken_charge:R:1
S 1.886 1.326 -0.117 0.147 -2.364 0.472 -0.182
S 1.383 -1.551 -0.164 0.366 -1.823 -0.673 -0.223
C 0.626 -0.076 0.257 2.349 2.012 2.536 -0.045
C -0.599 0.375 -0.148 -0.634 -0.891 0.458 -0.615
C -1.752 0.561 -0.371 -1.586 0.620 -1.348 0.208
H -2.634 0.766 -0.930 -0.246 0.068 0.396 0.421
H 2.931 0.401 -0.271 -0.855 1.158 0.157 0.148
H 0.393 -2.484 -0.383 0.134 0.993 0.349 0.148
H 0.360 -0.148 2.234 0.325 0.226 -2.348 0.140
```
Forces are in eV/Å.

Output
Frontier orbital gap (alpha / beta) in eV: 7.75 / 8.26
E_HOMO (alpha / beta) in eV: -8.237 / -9.106
Relative energy (zero: lowest compared OMol25 entry of this formula, charge and spin) in kcal per mole: 128.5

---

Density functional theory data (wB97M-V/def2-TZVPD) for C3H4S2 in the gas phase.

The geometry in XYZ format:
```
9
Properties=species:S:1:pos:R:3:forces:R:3:mulliken_charge:R:1
S 1.398 1.836 -1.595 -0.182 -0.200 0.177 -0.244
S 0.397 -0.284 1.775 -0.545 0.039 -0.905 -0.090
C 0.947 0.464 -0.854 -1.646 3.195 0.367 -0.343
C -0.177 0.421 0.110 0.062 0.963 0.840 0.023
C -0.788 -0.903 0.565 0.303 2.609 0.252 -0.729
H -0.746 -1.841 0.127 1.494 -1.549 -1.287 0.360
H -0.704 1.495 0.216 0.863 -2.956 -0.250 0.325
H 1.485 -0.360 -1.100 1.261 -2.837 -0.270 0.393
H -1.811 -0.827 0.756 -1.610 0.735 1.075 0.305
```
Forces are in eV/Å.

Output
Frontier orbital gap in eV: 8.30
E_HOMO in eV: -8.908
SMILES string: S=C[C@H]1CS1
Relative energy (zero: lowest compared OMol25 entry of this formula, charge and spin) in kcal per mole: 31.6

---

Density functional theory data (wB97M-V/def2-TZVPD) for C3H4S3 in the gas phase.

The geometry in XYZ format:
```
10
Properties=species:S:1:pos:R:3:forces:R:3:mulliken_charge:R:1
S 2.021 -1.305 -0.496 -2.341 5.170 -0.971 -0.168
S 0.334 2.077 -0.306 -0.998 -1.439 0.508 -0.115
S -2.226 -1.138 -0.294 -0.727 -0.636 -0.128 -0.201
C 0.705 -0.428 0.715 -0.066 -2.537 2.797 -0.644
C -1.640 0.355 -0.348 -3.314 -0.611 -1.172 -0.192
C -0.365 0.587 0.098 7.003 2.591 0.601 0.251
H 1.881 0.112 -1.358 0.769 -3.392 1.740 0.173
H 0.119 -1.407 1.077 1.205 2.295 -0.582 0.289
H -2.227 1.183 -0.846 0.928 -0.777 0.787 0.311
H 1.397 -0.036 1.758 -2.459 -0.664 -3.579 0.296
```
Forces are in eV/Å.

Output
Frontier orbital gap in eV: 6.79
E_HOMO in eV: -9.363
SMILES string: S=CC(=S)CS
Relative energy (zero: lowest compared OMol25 entry of this formula, charge and spin) in kcal per mole: 94.3